# 1
Formula: C20H32InN6O7
Source: OMol25
Level of theory: ωB97M-V with the def2-TZVPD basis set

```
66
C20H32InN6O7 (ωB97M-V with the def2-TZVPD basis set)
O 0.004 -1.103 -3.615
H 0.400 -1.224 -4.515
In 0.625 0.173 -0.046
N 1.822 -1.482 -0.739
N -0.689 -1.711 0.031
N 1.069 2.259 0.214
N -1.171 1.126 0.963
O 3.056 -1.235 -0.941
O 1.969 2.895 -0.690
O -2.234 0.486 1.486
O -1.796 -1.889 0.696
C -0.073 -2.856 -0.361
C 1.244 -2.725 -0.868
C 0.255 3.018 0.930
C -0.909 2.340 1.448
C 2.032 -3.766 -1.554
H 1.988 -3.626 -2.643
H 1.652 -4.761 -1.325
H 3.081 -3.691 -1.261
C -0.812 -4.126 -0.164
H -1.829 -4.030 -0.566
H -0.906 -4.329 0.913
H -0.304 -4.969 -0.650
C 0.483 4.458 1.056
C -1.823 2.941 2.446
H 1.144 4.801 0.267
H 0.921 4.712 2.022
H -0.469 4.975 0.978
H -2.311 2.182 3.072
H -2.603 3.539 1.946
H -1.278 3.629 3.104
H 1.982 2.291 -1.462
H -2.107 -0.515 1.161
C -1.744 -0.419 -3.015
H -1.850 -1.393 -3.449
H -1.162 0.455 -3.342
H -2.294 -0.124 -2.051
O 0.857 0.855 -2.044
H 0.484 -0.335 -3.140
H 0.271 1.621 -2.345
C 1.240 0.564 6.529
N 1.417 0.611 5.091
N 0.668 -0.134 4.226
C 1.234 -0.034 2.971
O 0.626 -0.525 1.973
C 2.445 0.685 3.142
C 2.530 1.041 4.460
C 3.576 1.763 5.198
C -0.671 -0.551 4.523
C -1.532 0.259 5.262
C -2.836 -0.171 5.503
C -3.279 -1.390 4.977
C -2.433 -2.166 4.192
C -1.119 -1.760 3.952
H 2.019 -0.061 6.995
H 0.260 0.175 6.812
H 1.341 1.582 6.929
H 3.134 0.883 2.336
H 3.187 2.641 5.718
H 4.093 1.130 5.923
H 4.319 2.106 4.479
H -1.165 1.220 5.649
H -3.493 0.454 6.098
H -4.286 -1.732 5.181
H -2.759 -3.107 3.754
H -0.417 -2.348 3.362
```

- Kohn-Sham gap (alpha / beta): 7.45 / 4.70 eV
- LUMO level (alpha / beta): -3.8 / -4.2 eV
- Energy relative to the best compared isomer or geometry (same formula, charge and spin): 3.097 eV
- DFT total energy: -49690.5058 eV
- Spin multiplicity: 1
- Net charge: +1


# 2
Formula: C20H32N2O4
Source: OMol25
Level of theory: ωB97M-V with the def2-TZVPD basis set

```
58
C20H32N2O4 (ωB97M-V with the def2-TZVPD basis set)
C -1.627 3.275 -7.685
C -0.717 3.150 -6.477
O -0.025 4.056 -6.074
N -0.781 1.909 -5.915
C -0.095 1.405 -4.801
C 0.837 2.148 -4.081
C 1.473 1.587 -2.995
C 1.203 0.278 -2.593
O 1.915 -0.165 -1.518
C 1.603 -1.412 -0.935
C 0.302 -1.379 -0.105
O 0.156 -2.603 0.561
C 0.317 -0.168 0.882
N 0.056 -0.597 2.237
C -1.336 -0.530 2.691
C -2.298 -0.917 1.555
C -1.752 0.876 3.172
C -1.559 -1.562 3.828
C -0.256 -2.109 4.409
O 0.320 -3.107 3.590
C 0.727 -0.955 4.567
C 1.141 -0.378 3.200
C 1.539 1.101 3.379
C 2.399 -1.137 2.739
C 0.273 -0.463 -3.313
C -0.363 0.100 -4.404
H -1.339 2.555 -8.449
H -2.661 3.092 -7.400
H -1.541 4.278 -8.092
H -1.407 1.246 -6.349
H 1.056 3.160 -4.378
H 2.199 2.154 -2.435
H 1.546 -2.208 -1.685
H 2.442 -1.636 -0.271
H -0.546 -1.275 -0.795
H 0.316 -2.426 1.511
H 1.298 0.299 0.818
H -0.400 0.585 0.542
H -1.996 -1.855 1.098
H -2.352 -0.151 0.787
H -3.297 -1.038 1.968
H -2.833 0.921 3.282
H -1.453 1.626 2.442
H -1.307 1.123 4.131
H -2.132 -1.098 4.631
H -2.147 -2.403 3.452
H -0.465 -2.543 5.403
H -0.345 -3.777 3.398
H 1.616 -1.300 5.094
H 0.247 -0.194 5.182
H 1.926 1.517 2.452
H 2.321 1.171 4.131
H 0.703 1.712 3.701
H 2.187 -2.197 2.643
H 2.776 -0.759 1.794
H 3.185 -1.010 3.480
H 0.037 -1.480 -3.044
H -1.082 -0.491 -4.955
```

- Structure (SMILES): CC(=O)Nc1ccc(OC[C@@H](O)CN2C(C)(C)CC(O)CC2(C)C)cc1
- Kohn-Sham gap: 8.48 eV
- LUMO level: 0.6 eV
- Energy relative to the best compared isomer or geometry (same formula, charge and spin): 0.825 eV
- DFT total energy: -32429.8247 eV
- Spin multiplicity: 1


# 3
Formula: C20H32N5O8
Source: OMol25
Level of theory: ωB97M-V with the def2-TZVPD basis set

```
65
C20H32N5O8 (ωB97M-V with the def2-TZVPD basis set)
O 0.196 -4.707 0.306
O -2.744 2.272 -8.788
O -1.570 0.256 -3.646
O 0.040 1.688 -0.260
O -0.164 -4.643 4.636
O -1.457 0.419 -8.648
O 1.337 1.425 -2.107
O -2.227 4.563 -2.014
C 0.168 -4.105 1.367
C -2.148 1.451 -8.118
C -1.121 1.141 -4.365
C 0.222 1.849 -1.462
C 1.008 -4.310 4.609
C 0.407 4.638 -3.867
C -0.060 3.408 -4.494
C 0.032 4.957 -2.583
C -0.682 2.414 -3.753
C -0.435 1.251 3.014
N -0.572 1.155 4.307
N 1.834 -4.541 5.637
N 0.660 0.885 2.377
N 1.299 -4.018 2.079
N -1.424 1.730 2.320
C -1.116 -3.412 1.778
C 1.449 -5.234 6.869
C -2.206 1.611 -6.602
C -1.065 0.875 -5.868
C -0.903 4.078 -1.800
C -0.862 2.601 -2.241
C 1.933 0.368 2.909
C 2.121 -1.128 2.617
C 1.300 -1.995 3.582
C 1.593 -3.501 3.438
H -1.581 0.497 -9.607
H 1.868 0.925 -1.475
H -2.235 5.534 -2.085
H 1.050 5.313 -4.428
H 0.126 3.289 -5.558
H 0.397 5.877 -2.136
H 0.183 0.782 4.851
H -1.428 1.438 4.748
H 2.790 -4.240 5.555
H 0.623 1.032 1.375
H 2.047 -4.517 1.620
H -1.313 1.790 1.314
H -2.283 2.012 2.753
H -1.932 -3.832 1.191
H -1.034 -2.350 1.565
H -1.331 -3.577 2.828
H 2.074 -4.905 7.700
H 0.404 -5.025 7.112
H 1.563 -6.312 6.740
H -3.168 1.220 -6.256
H -2.179 2.680 -6.370
H -1.160 -0.203 -6.038
H -0.092 1.175 -6.265
H -0.658 4.160 -0.735
H -1.821 2.157 -1.956
H 2.746 0.910 2.421
H 2.019 0.548 3.982
H 1.840 -1.339 1.584
H 3.176 -1.371 2.743
H 0.237 -1.800 3.448
H 1.558 -1.702 4.601
H 2.672 -3.606 3.550
```

- Kohn-Sham gap: 8.63 eV
- LUMO level: -2.9 eV
- DFT total energy: -45085.7272 eV
- Spin multiplicity: 1
- Net charge: +1


Which of these has the lowest DFT total energy? C20H32InN6O7